Record 1
12
Properties=species:S:1:pos:R:3:forces:R:3 method="wB97M-V/def2-TZVPD" total_charge=+1 lumo_ev=-3.596 homo_energy_ha=-0.5463 e_tot_ev=-17573.033 de_lowest_kj_mol=37.3 max_force_ev_per_a=3.2
H -0.967 1.219 -1.051 -0.1 -0.4 0.4
H -0.790 -0.201 -2.268 0.3 0.5 2.2
C -0.610 0.195 -1.193 0.1 -0.8 -2.3
S 1.711 1.497 -3.385 -0.4 0.0 -3.1
N 0.473 0.106 0.980 -2.0 0.2 -0.8
C 1.930 1.481 -1.912 0.6 0.4 3.1
H 0.438 -0.669 1.714 1.2 1.6 -1.0
O 2.097 1.519 -0.752 0.1 -0.1 0.0
H -0.333 0.778 1.218 1.7 -1.0 -0.3
H 0.677 -1.470 -0.593 -0.9 1.5 0.6
C 0.155 -0.484 -0.356 -0.7 -1.5 -0.7
H 1.289 0.658 0.563 0.2 -0.3 2.0

Record 2
92
Properties=species:S:1:pos:R:3:forces:R:3 method="wB97M-V/def2-TZVPD" total_charge=-1 lumo_ev=-0.952 homo_energy_ha=-0.0720 e_tot_ev=-103549.404 max_force_ev_per_a=8.3
O 0.912 -1.236 -1.883 0.3 -1.2 2.0
H -2.133 3.036 -1.311 0.1 0.1 -0.2
O 3.287 -5.673 3.931 1.0 -0.4 0.9
C -6.839 -1.433 -1.169 -0.3 0.7 -0.1
H -1.919 2.287 -3.511 0.1 0.1 0.1
C 1.610 -0.022 -1.552 -0.2 0.4 0.4
H 1.681 -3.722 3.561 0.1 0.0 -0.1
H 2.246 -7.191 4.825 0.1 0.0 -0.1
C 2.951 -4.955 -1.864 0.0 -0.4 -0.3
O -7.615 5.296 -1.916 -2.5 1.3 -1.2
O -7.554 6.793 -4.731 -1.8 -0.3 1.5
H 2.324 0.224 -2.333 0.0 -0.1 0.0
C -3.060 2.477 -1.130 -0.1 0.1 0.4
H -6.345 8.478 -4.702 0.0 -0.1 0.1
C 6.813 -1.733 2.550 0.1 -0.4 -0.5
H -6.931 4.356 -0.243 -0.2 0.1 -0.1
H 2.220 -5.541 -2.417 0.0 0.1 0.0
C 2.056 -3.031 4.316 -0.2 0.4 -0.4
H 0.872 0.777 -1.484 -0.2 -0.2 0.1
H -1.070 -0.203 -1.874 0.0 -0.3 0.3
O 5.604 -5.267 3.503 0.2 0.1 2.6
O 4.276 -3.441 3.005 1.0 0.3 0.8
P 1.716 -2.671 -1.880 2.5 0.1 -5.3
H -3.877 3.188 -0.970 0.0 0.2 -0.2
H 6.602 -7.013 3.124 0.1 0.2 0.1
H -6.049 8.623 -1.481 0.0 0.0 -0.1
N -3.391 1.512 -2.152 0.8 0.1 0.1
H 2.656 -5.861 5.925 0.0 0.0 0.0
H -3.626 2.695 -3.857 0.1 0.3 -0.1
H 7.571 0.705 4.395 0.0 0.0 0.0
H -7.934 8.681 -3.919 0.1 0.1 0.0
P 5.368 0.427 2.634 3.3 0.2 -5.1
H -6.615 3.466 -1.744 0.0 0.1 -0.1
P 4.314 -4.400 4.157 -4.7 0.6 -6.8
H 4.285 3.832 2.990 -0.2 -0.2 0.0
C -5.744 -0.461 -1.585 -0.7 -1.4 -0.2
H -7.366 7.504 -1.081 0.0 0.0 0.0
H 7.427 -2.366 3.191 -0.1 0.1 0.2
H 3.506 -5.606 -1.188 -0.1 0.1 0.1
H 4.937 -2.975 -1.592 -0.1 -0.1 0.0
H 2.383 -2.115 3.830 0.0 -0.1 0.0
H 6.143 -2.361 1.973 -0.1 0.1 0.1
H 1.257 -2.804 5.023 0.2 -0.1 0.2
H -7.063 -2.144 -1.958 0.2 -0.1 -0.1
O 4.504 1.834 2.609 -0.2 -1.3 2.0
H -4.990 -2.600 -2.493 -0.1 -0.1 0.1
H 8.401 2.011 3.529 -0.1 0.1 0.0
H 4.870 -1.287 -1.108 -0.2 0.1 0.0
C 5.085 3.093 2.964 -0.2 0.3 0.3
H 5.549 3.054 3.948 0.1 0.1 0.0
O 6.797 1.242 2.519 -0.2 0.0 0.6
C -2.955 1.921 -3.474 -0.7 0.0 -0.3
H 3.645 -4.493 -2.566 -0.1 0.0 -0.1
C -6.350 7.574 -1.456 0.3 0.2 0.0
O 2.312 -3.977 -1.056 -1.7 1.5 2.0
O 1.235 -3.258 -3.146 -0.5 -0.3 0.6
H -5.675 7.057 -0.775 -0.1 -0.1 0.1
H 3.967 -2.490 -0.182 0.0 0.0 0.1
O 6.083 -0.845 3.400 -1.8 1.2 2.2
H -3.047 1.089 -4.171 0.0 -0.2 0.0
O -1.736 -0.089 -1.183 0.2 0.5 -0.2
C 4.285 -2.202 -1.179 0.2 0.2 -0.2
H 1.372 -5.671 4.713 0.0 0.1 0.1
H 8.602 0.349 2.994 0.0 -0.1 0.1
H -6.565 -1.956 -0.255 0.1 -0.2 0.0
P -4.152 -1.436 -2.127 0.7 0.4 -0.2
H 2.117 -0.104 -0.593 0.1 0.1 0.0
H -4.017 -1.898 -0.715 -0.1 -0.1 0.2
C 2.349 -6.109 4.913 -0.3 -0.3 -0.1
O -6.464 4.776 -4.026 -0.8 -0.2 -0.1
H 5.814 3.395 2.217 0.1 -0.1 0.0
H 7.472 -1.179 1.878 -0.1 0.1 0.0
H -2.955 -2.232 -2.478 0.1 -0.1 -0.1
B -2.980 0.141 -1.801 -0.6 -0.8 0.4
H -4.260 -0.944 -3.558 -0.3 0.0 -0.3
H -5.645 4.895 -1.337 0.0 0.0 -0.1
O 3.116 -3.619 5.068 2.3 -0.7 2.5
F -5.526 0.346 -0.444 0.2 0.4 -0.1
O 3.184 -1.968 -2.063 -0.1 -0.2 0.7
C 5.619 -6.695 3.471 0.3 -0.3 0.1
H 4.867 -7.063 2.776 -0.1 0.1 0.1
H -7.815 8.587 -5.679 -0.1 -0.2 0.0
H -6.141 0.122 -2.420 0.3 0.6 0.1
C -6.638 4.451 -1.287 0.3 -0.5 0.1
O -6.211 7.045 -2.773 -0.7 0.2 0.1
C -7.398 8.215 -4.744 -0.3 0.2 0.0
C 7.888 1.055 3.418 0.2 0.2 -0.3
H -2.926 1.988 -0.166 0.0 -0.2 0.0
H -7.754 -0.860 -0.997 -0.2 -0.1 0.3
P -7.198 5.886 -3.395 5.8 -0.7 0.0
H 5.451 -7.116 4.461 -0.1 -0.1 -0.1
O 4.924 -0.165 1.360 -0.7 -0.1 0.4

Record 3
35
Properties=species:S:1:pos:R:3:forces:R:3 method="wB97M-V/def2-TZVPD" total_charge=-1 lumo_ev=3.141 homo_energy_ha=-0.1440 e_tot_ev=-23829.137 de_lowest_kj_mol=136.6 max_force_ev_per_a=3.0
H -1.216 -0.071 -4.557 -0.1 0.0 0.0
N 0.037 -2.019 -1.997 0.9 0.4 -0.4
H -2.987 0.495 0.871 0.0 0.2 0.0
H -0.005 3.558 0.915 -0.2 -0.2 0.0
H 3.249 -1.135 2.812 0.1 0.0 0.3
H -2.492 0.281 -2.530 0.1 0.2 -0.1
C 0.517 3.249 1.824 -0.3 0.6 -0.3
C 1.203 -0.444 2.515 0.2 2.8 -0.8
H -3.092 1.404 -0.659 0.3 0.2 0.0
H 1.844 1.433 3.317 0.4 0.3 0.0
H 1.601 -0.729 0.491 0.9 -0.9 0.6
H 0.374 -0.429 3.231 -0.7 -0.3 -0.7
C -0.613 -0.868 -2.583 -2.9 0.5 -0.4
H 1.853 -2.216 3.110 0.6 -0.3 -0.1
H 0.212 -1.130 -4.518 -0.1 0.0 -0.3
H 1.527 3.637 1.670 0.3 -0.6 0.3
C -0.791 -0.974 -4.116 1.0 0.1 0.6
H 2.192 -1.094 4.339 0.5 0.6 0.0
I 3.384 -0.472 -1.232 0.3 0.2 -0.3
H -4.110 0.070 -0.395 0.2 -1.0 -0.4
O -1.960 -0.338 -0.638 -1.5 0.0 -0.4
H 0.066 3.810 2.648 0.1 0.0 0.2
H -0.117 0.060 -2.293 0.5 -0.2 -0.2
O 0.346 1.879 2.029 -0.2 -1.0 -0.4
H 0.333 -0.149 0.888 -1.4 -0.6 -0.5
C 1.503 1.099 2.327 0.6 -0.1 1.8
H 1.036 -1.763 -2.023 -0.2 -0.3 0.7
H 2.286 1.285 1.589 0.0 -0.2 -0.1
H 0.007 -2.797 -2.648 -0.4 -0.1 0.0
C -2.077 -0.597 -2.023 1.8 -0.5 -0.1
H -2.766 -1.423 -2.231 0.0 -0.3 0.1
N 0.876 -0.959 1.180 -0.9 0.8 0.5
H -1.396 -1.849 -4.360 -0.1 0.0 0.0
C -3.082 0.404 -0.210 0.3 0.7 0.9
C 2.257 -1.208 3.256 -0.4 -1.0 -0.4